No. 1
Formula: C6H6OS
Source: the Open Molecules 2025 dataset
Level of theory: ωB97M-V/def2-TZVPD

The value obtained for the HOMO-LUMO gap is 8.9 eV. The HOMO energy is -8.094 eV. The energy relative to the best compared isomer or geometry (same formula, charge and spin) is 143.7 kJ/mol. The total energy comes out at -19199.5788 eV. The LUMO energy comes out at 0.854 eV. The net charge is 0.

The geometry in XYZ format:
```
14
Properties=species:S:1:pos:R:3:lowdin_charge:R:1
C -1.255 1.539 -0.331 -0.603
C -1.499 0.207 -0.417 -0.145
C -0.487 -0.798 -0.059 -0.267
C 0.450 -0.725 1.055 -0.041
C 1.446 -1.669 0.712 -0.098
C -0.092 -1.832 -0.861 -0.040
H 0.922 1.385 0.431 -0.082
H -2.084 2.267 -0.439 0.055
H -2.449 -0.141 -0.982 0.136
H 0.565 -0.105 1.939 0.108
H 2.268 -1.921 1.264 0.088
H -0.403 -2.496 -1.722 0.153
O 1.076 -2.423 -0.355 -0.021
S 0.075 2.504 0.110 0.758
```

***

No. 2
Formula: C13H14Cl2N4O
Source: the Open Molecules 2025 dataset
Level of theory: ωB97M-V/def2-TZVPD

The value obtained for the HOMO-LUMO gap is 7.7 eV. The HOMO energy is -7.309 eV. The energy relative to the best compared isomer or geometry (same formula, charge and spin) is 348.6 kJ/mol. The total energy comes out at -46744.6581 eV. The LUMO energy comes out at 0.347 eV. The net charge is 0.

The geometry in XYZ format:
```
34
Properties=species:S:1:pos:R:3:lowdin_charge:R:1
O 3.046 0.581 -2.001 0.231
C 2.202 0.800 -1.366 -0.536
N 2.301 1.588 -0.220 -0.001
H 1.423 1.420 0.424 0.183
C 3.453 1.699 0.191 -0.246
H 4.100 1.636 -0.406 0.003
C 3.732 0.948 1.754 -0.066
H 4.710 1.533 1.880 0.130
H 2.982 1.189 2.244 0.001
C 4.137 -0.449 1.290 -0.180
N 2.870 -0.926 0.887 -0.055
C 1.613 -1.087 1.371 -0.092
N 0.895 -2.114 0.707 0.097
C 1.579 -2.307 -0.222 -0.426
C 2.822 -1.924 -0.374 0.081
H 3.578 -2.063 -0.801 -0.010
H 1.132 -3.218 -0.912 0.168
H 1.454 -0.733 2.473 0.164
H 4.952 -0.380 0.445 0.176
H 4.466 -0.827 2.325 0.143
H 3.356 2.937 0.509 0.181
N 0.664 0.472 -1.556 0.121
C -0.438 0.656 -0.999 -0.437
C -0.862 1.804 -0.294 -0.114
C -2.022 2.051 -0.076 -0.137
C -2.819 0.836 0.206 -0.542
C -2.547 -0.573 -0.400 -0.774
C -1.298 -0.358 -1.062 -0.087
H -1.156 -1.496 -1.379 0.140
Cl -3.611 -1.757 -0.304 0.807
Cl -4.409 1.098 0.963 0.563
H -2.332 2.793 0.493 0.067
H -0.117 2.651 -0.521 0.161
H 0.783 -0.459 -2.456 0.286
```

***

No. 3
Formula: C13H44N8O9
Source: the Open Molecules 2025 dataset
Level of theory: ωB97M-V/def2-TZVPD

The value obtained for the HOMO-LUMO gap is 8.3 eV. The HOMO energy is -8.247 eV. The energy relative to the best compared isomer or geometry (same formula, charge and spin) is 557.9 kJ/mol. The total energy comes out at -44539.9407 eV. The LUMO energy comes out at 0.098 eV. The net charge is 0.

The geometry in XYZ format:
```
74
Properties=species:S:1:pos:R:3:lowdin_charge:R:1
C -2.518 -2.435 2.765 -0.086
C -1.376 -1.858 1.964 -0.319
O -1.760 -0.779 1.081 -0.090
H -3.120 -3.018 2.093 0.064
H -3.113 -1.642 3.136 0.054
H -2.195 -3.107 3.628 0.102
H -0.841 -2.669 1.343 0.109
H -0.530 -1.616 2.707 0.078
H -1.353 -0.910 0.230 0.003
C 2.043 -3.007 1.901 -0.081
C 2.501 -2.656 3.307 -0.285
O 1.326 -2.307 4.053 -0.131
H 2.905 -3.252 1.326 0.067
H 1.449 -2.157 1.493 0.050
H 1.287 -3.847 1.850 0.096
H 3.260 -1.802 3.319 0.140
H 2.942 -3.452 3.849 0.093
H 1.639 -1.904 4.878 0.094
C 0.448 1.253 -4.578 -0.065
C -0.081 -0.221 -4.893 -0.252
O -1.448 0.082 -5.034 -0.122
H 1.495 1.392 -4.461 0.042
H 0.005 1.568 -3.684 0.016
H -0.032 2.087 -5.242 0.110
H 0.180 -1.008 -4.224 0.094
H 0.178 -0.448 -5.843 0.064
H -1.969 -0.431 -4.370 0.028
C 1.628 -0.109 -1.196 -0.086
C 1.566 0.397 0.102 -0.368
O 0.627 1.413 0.083 -0.100
H 2.297 -1.010 -1.188 0.097
H 2.163 0.568 -1.886 0.099
H 0.609 -0.504 -1.515 0.090
H 2.513 0.814 0.388 0.130
H 1.279 -0.267 0.801 0.060
H -0.237 0.985 0.018 0.080
C 1.082 1.600 3.544 -0.614
O 2.436 1.687 3.224 -0.145
N 0.302 2.635 3.673 0.149
N 0.618 0.440 3.883 0.177
H 0.580 3.641 3.258 0.189
H -0.713 2.544 3.762 0.103
H 1.243 -0.370 3.733 0.089
H -0.347 0.310 4.238 0.143
C -2.360 2.678 -0.075 -0.681
O -3.383 1.753 -0.212 -0.126
N -1.970 3.442 -0.989 0.204
N -1.789 2.833 1.050 0.161
H -2.263 3.105 -1.919 0.151
H -1.116 3.961 -0.975 0.105
H -2.092 2.170 1.806 0.142
H -1.071 3.592 1.290 0.152
C 2.554 4.350 0.373 -0.648
O 3.153 5.577 0.094 -0.173
N 1.552 3.856 -0.307 0.179
N 2.879 3.810 1.471 0.158
H 1.300 4.201 -1.166 0.075
H 1.177 2.933 -0.094 0.042
H 3.727 4.211 1.978 0.165
H 2.679 2.914 1.894 0.037
C -2.692 -1.058 -2.445 -0.596
O -1.628 -1.272 -1.603 -0.118
N -3.528 -0.059 -2.259 0.182
N -2.937 -1.788 -3.503 0.139
H -3.266 0.520 -1.463 0.047
H -4.385 0.132 -2.844 0.158
H -2.355 -2.629 -3.707 0.159
H -3.812 -1.642 -4.038 0.148
C 0.479 -3.703 -1.695 -0.172
O 0.113 -5.039 -2.093 -0.134
H 0.200 -3.524 -0.612 0.069
H 0.019 -2.879 -2.300 0.045
H 1.605 -3.493 -1.816 0.088
H 0.251 -5.614 -1.322 0.076
```

***

No. 4
Formula: C37H38NSbTl
Source: the Open Molecules 2025 dataset
Level of theory: ωB97M-V/def2-TZVPD

The value obtained for the HOMO-LUMO gap is 4.3 eV. The HOMO energy is -2.063 eV. The total energy comes out at -51705.1686 eV. The LUMO energy comes out at 2.247 eV. The net charge is -1.

The geometry in XYZ format:
```
78
Properties=species:S:1:pos:R:3:lowdin_charge:R:1
Tl -0.310 0.246 1.490 0.747
C 2.720 1.418 1.328 -0.146
N 1.646 1.423 0.344 -0.370
C 2.106 0.829 -0.905 -0.086
C 1.164 2.828 0.126 -0.205
C -1.287 2.830 -0.452 -0.251
C -2.248 3.793 -0.837 -0.076
C -3.570 3.717 -0.449 -0.123
C -3.999 2.654 0.341 -0.149
C -3.060 1.728 0.767 -0.210
C -1.707 1.769 0.400 -0.265
H 3.579 2.023 0.997 0.088
H 3.062 0.397 1.510 0.071
H 2.355 1.837 2.269 0.071
H 2.980 1.360 -1.310 0.095
H 1.298 0.890 -1.635 0.095
H 2.375 -0.218 -0.736 0.061
H 2.046 3.434 -0.122 0.098
H 0.800 3.156 1.111 0.112
H -1.918 4.640 -1.428 0.107
H -4.266 4.498 -0.738 0.087
H -5.041 2.567 0.630 0.079
H -3.408 0.913 1.404 0.065
C 0.098 2.995 -0.898 -0.230
C 0.437 3.405 -2.220 -0.215
C 1.726 3.883 -2.606 -0.078
C 2.039 4.214 -3.911 -0.148
C 1.112 4.085 -4.939 -0.167
C -0.158 3.613 -4.604 -0.138
C -0.486 3.284 -3.308 -0.068
H 2.500 4.020 -1.861 0.077
H 3.033 4.590 -4.133 0.084
H 1.369 4.339 -5.960 0.070
H -0.898 3.477 -5.386 0.086
H -1.471 2.889 -3.102 0.096
C 0.438 -5.945 1.577 -0.050
C 0.120 -6.005 0.107 -0.288
C 0.032 -7.243 -0.524 -0.062
C -0.282 -7.348 -1.872 -0.100
C -0.516 -6.203 -2.612 -0.104
C -0.425 -4.964 -1.991 -0.166
C -0.106 -4.841 -0.641 -0.321
Sb -0.036 -2.757 0.147 1.414
C -1.631 -3.247 1.598 -0.352
C -2.790 -3.494 0.864 -0.157
C -4.033 -3.582 1.468 -0.093
C -4.135 -3.402 2.838 -0.091
C -2.988 -3.178 3.581 -0.058
C -1.729 -3.109 2.987 -0.322
C -0.522 -2.961 3.873 -0.079
C 2.064 -2.936 0.765 -0.336
C 2.486 -2.822 2.086 -0.143
C 3.832 -2.760 2.417 -0.095
C 4.784 -2.789 1.411 -0.093
C 4.374 -2.887 0.089 -0.058
C 3.027 -2.958 -0.253 -0.323
C 2.642 -3.058 -1.707 -0.075
H 0.618 -6.940 1.984 0.075
H -0.399 -5.497 2.113 0.064
H 1.322 -5.331 1.752 0.064
H 0.211 -8.144 0.052 0.102
H -0.347 -8.324 -2.338 0.095
H -0.769 -6.271 -3.663 0.096
H -0.606 -4.067 -2.576 0.090
H -2.720 -3.624 -0.213 0.085
H -4.916 -3.779 0.872 0.100
H -5.100 -3.444 3.328 0.097
H -3.064 -3.054 4.656 0.105
H -0.820 -2.746 4.899 0.078
H 0.112 -2.145 3.527 0.003
H 0.067 -3.882 3.874 0.076
H 1.753 -2.778 2.881 0.056
H 4.133 -2.680 3.454 0.099
H 5.838 -2.735 1.651 0.097
H 5.118 -2.901 -0.700 0.105
H 3.529 -3.105 -2.339 0.078
H 2.051 -2.191 -2.017 0.064
H 2.042 -3.951 -1.885 0.058
```

***

No. 5
Formula: C6H8Br2N2S
Source: the Open Molecules 2025 dataset
Level of theory: ωB97M-V/def2-TZVPD

The value obtained for the HOMO-LUMO gap is 9.2 eV. The HOMO energy is -9.221 eV. The energy relative to the best compared isomer or geometry (same formula, charge and spin) is 57.0 kJ/mol. The total energy comes out at -160250.5913 eV. The LUMO energy comes out at 0.025 eV. The net charge is 0.

The geometry in XYZ format:
```
19
Properties=species:S:1:pos:R:3:lowdin_charge:R:1
C -0.449 -0.093 -2.817 -0.258
C -1.297 -0.226 -1.640 -0.399
C 1.287 -0.501 1.196 -0.115
C -1.774 -1.035 0.494 0.085
C 0.635 -0.593 -0.205 -0.696
C -0.858 -0.567 -0.326 -0.346
N -1.092 0.428 -3.830 -0.307
N -2.506 0.289 -1.859 -0.227
S -2.624 0.872 -3.419 0.940
Br 1.375 -2.147 -1.076 0.776
Br 0.075 3.499 -1.881 0.407
H 0.476 -0.596 -3.099 0.075
H 2.308 -0.647 1.094 0.027
H 1.106 0.460 1.707 0.090
H 0.792 -1.356 1.767 0.097
H -1.644 -1.291 1.564 0.077
H -2.881 -1.202 0.267 0.104
H 1.339 3.062 -2.005 -0.348
H 0.957 0.109 -0.863 0.018
```

***

No. 6
Formula: C5H11NO2S
Source: the Open Molecules 2025 dataset
Level of theory: ωB97M-V/def2-TZVPD

The value obtained for the HOMO-LUMO gap is 8.4 eV. The HOMO energy is -7.869 eV. The energy relative to the best compared isomer or geometry (same formula, charge and spin) is 294.9 kJ/mol. The total energy comes out at -21781.2265 eV. The LUMO energy comes out at 0.513 eV. The net charge is 0.

The geometry in XYZ format:
```
20
Properties=species:S:1:pos:R:3:lowdin_charge:R:1
C 1.129 0.614 0.586 -0.355
C 2.269 -0.407 0.176 -0.376
C -0.234 0.074 1.065 -0.197
C -0.845 -0.125 -0.301 -0.632
C -3.518 0.626 0.017 -0.474
H 1.947 1.670 -1.124 0.149
H 0.626 2.297 -0.165 0.055
H 1.701 1.147 1.523 0.175
H -0.001 -0.654 1.809 0.105
H -0.818 0.990 1.618 0.162
H -0.277 -0.888 -0.882 0.090
H -0.729 0.796 -0.977 0.105
H -4.500 0.067 -0.351 0.066
H -3.481 1.228 1.014 0.068
H -3.320 1.289 -0.833 0.015
H 4.043 -0.430 -0.812 0.178
N 1.029 1.511 -0.549 0.000
O 2.019 -1.618 -0.058 0.055
O 3.444 0.223 -0.269 0.012
S -2.431 -0.726 -0.226 0.800
```